{
  "formula": "C39H47F21INO19P2S2",
  "method": "ωB97M-V with the def2-TZVPD basis set",
  "elements": ["C", "C", "C", "I", "C", "C", "P", "O", "C", "P", "O", "O", "C", "S", "C", "C", "C", "O", "N", "S", "C", "O", "H", "H", "H", "H", "H", "H", "H", "H", "H", "H", "H", "H", "C", "C", "O", "C", "O", "C", "F", "F", "F", "H", "H", "H", "H", "H", "C", "C", "O", "C", "O", "C", "F", "F", "F", "H", "H", "H", "H", "H", "C", "C", "O", "C", "O", "C", "F", "F", "F", "H", "H", "H", "H", "H", "C", "C", "O", "C", "O", "C", "F", "F", "F", "H", "H", "H", "H", "H", "C", "C", "O", "C", "O", "C", "F", "F", "F", "H", "H", "H", "H", "H", "C", "C", "O", "C", "O", "C", "F", "F", "F", "H", "H", "H", "H", "H", "C", "C", "O", "C", "O", "C", "F", "F", "F", "H", "H", "H", "H", "H"],
  "coordinates": [[-2.58779, -2.00515, -1.01849], [-3.66615, -1.83556, -2.09173], [-4.09450, -3.16465, -2.74119], [-2.99914, -3.58888, -4.56168], [-5.57131, -3.29789, -3.03184], [-6.31850, -4.40575, -2.64092], [-5.56118, -5.82471, -1.76410], [-5.77407, -7.06698, -2.54149], [-7.68366, -4.50221, -2.89183], [-8.79026, -5.93118, -2.35975], [-8.51988, -6.10834, -0.73087], [-8.34305, -7.29938, -3.15678], [-8.34763, -3.50866, -3.59050], [-10.08867, -3.56065, -3.97991], [-7.60181, -2.44626, -4.00659], [-6.25787, -2.33113, -3.72651], [-5.81772, -1.01885, -4.35697], [-4.98392, -0.21903, -4.03499], [-6.76687, -0.89526, -5.47761], [-6.62644, 0.71668, -6.14186], [-8.00591, -1.22524, -4.82748], [-9.05077, -0.63564, -4.92262], [-2.86263, -2.68623, -0.21434], [-2.38912, -1.01376, -0.60638], [-1.65740, -2.29740, -1.50936], [-3.23173, -1.21825, -2.87356], [-4.52618, -1.26917, -1.73304], [-3.80485, -3.95346, -2.06057], [-4.17217, -5.65849, -1.60065], [-6.10047, -5.93847, -0.46374], [-9.17301, -6.75010, -0.43262], [-7.72179, -7.07321, -3.86306], [-10.08386, -3.86320, -5.29506], [-7.29932, 1.43234, -5.21038], [0.63526, -2.36627, 4.12271], [-0.17347, -3.42053, 4.84298], [-1.33250, -3.78913, 4.06778], [-1.11765, -4.61820, 3.06148], [-0.06597, -5.08443, 2.73937], [-2.44211, -4.92819, 2.35307], [-3.15904, -3.81730, 2.12550], [-3.20668, -5.74700, 3.08559], [-2.23107, -5.50844, 1.17443], [0.00856, -1.50937, 3.87809], [1.46761, -2.03243, 4.74011], [1.03473, -2.75142, 3.18413], [-0.54636, -3.02585, 5.78179], [0.42811, -4.29899, 5.07551], [1.03802, 2.09011, 8.30230], [0.22551, 1.04159, 9.03210], [-0.94943, 0.67524, 8.28124], [-0.75946, -0.16904, 7.28202], [0.28522, -0.64833, 6.95158], [-2.09853, -0.49236, 6.60681], [-2.81700, 0.60832, 6.36949], [-2.84294, -1.29518, 7.37910], [-1.90980, -1.11000, 5.44194], [0.41891, 2.95641, 8.06695], [1.88026, 2.41172, 8.91377], [1.42530, 1.70417, 7.35980], [-0.13657, 1.44097, 9.97694], [0.81839, 0.15570, 9.25762], [1.85914, -5.31906, -5.52242], [2.44564, -5.46097, -4.13417], [3.17637, -4.27953, -3.75178], [2.44512, -3.25502, -3.33834], [1.25378, -3.22867, -3.26071], [3.36072, -2.09327, -2.92608], [4.30922, -1.86483, -3.83990], [3.97310, -2.36414, -1.76470], [2.67154, -0.96682, -2.76726], [2.64003, -5.07310, -6.24299], [1.37470, -6.24612, -5.82704], [1.12165, -4.51757, -5.55808], [3.16530, -6.27654, -4.11499], [1.67864, -5.68445, -3.39328], [-4.07285, 4.50271, 0.45963], [-4.02673, 3.01541, 0.73796], [-2.67976, 2.57456, 0.99825], [-2.21279, 2.81453, 2.21601], [-2.79971, 3.35640, 3.10273], [-0.79140, 2.25241, 2.34246], [-0.02865, 2.58563, 1.29039], [-0.80339, 0.91570, 2.41065], [-0.17701, 2.69898, 3.43247], [-3.39584, 4.75942, -0.35617], [-5.08333, 4.80812, 0.19079], [-3.76083, 5.07661, 1.33166], [-4.35830, 2.46190, -0.13826], [-4.67904, 2.73856, 1.56565], [1.00523, 4.69709, -0.62892], [1.22492, 5.46909, 0.65442], [2.16563, 6.54311, 0.46063], [1.68875, 7.63759, -0.11304], [0.56457, 7.80873, -0.47911], [2.79560, 8.69681, -0.20994], [3.93482, 8.17710, -0.68246], [3.05755, 9.21691, 0.99666], [2.44222, 9.69436, -1.01407], [1.95786, 4.34178, -1.02553], [0.35591, 3.84590, -0.45692], [0.55186, 5.32212, -1.39855], [1.65869, 4.81136, 1.40554], [0.28974, 5.85454, 1.06129], [5.07691, 2.79712, -0.05495], [4.82237, 1.44230, 0.56996], [5.33890, 1.38874, 1.91507], [4.57906, 1.96599, 2.83226], [3.53285, 2.50735, 2.63131], [5.21579, 1.80716, 4.21976], [6.51854, 2.10812, 4.20204], [5.09714, 0.54401, 4.65123], [4.62985, 2.59793, 5.11483], [6.12699, 3.04108, -0.01516], [4.74807, 2.80905, -1.09229], [4.54429, 3.58276, 0.48302], [5.34535, 0.66922, 0.01052], [3.76316, 1.18552, 0.56411], [10.67337, 4.45164, -4.55279], [10.89338, 3.51956, -3.38056], [9.67872, 3.32782, -2.63004], [8.80649, 2.47273, -3.14372], [8.93514, 1.85790, -4.15868], [7.59416, 2.34792, -2.21135], [7.14835, 3.55004, -1.81437], [7.91079, 1.64870, -1.11107], [6.58308, 1.71930, -2.80379], [10.25147, 5.39820, -4.21317], [11.61468, 4.64662, -5.06528], [9.97345, 4.02418, -5.26997], [11.60769, 3.95640, -2.68604], [11.29373, 2.55764, -3.69911]],
  "forces_ev_per_angstrom": [[-0.1, 0.5, -0.5], [0.6, 0.0, -0.4], [-0.3, 0.2, 0.4], [-0.1, 0.0, 0.2], [0.9, 0.1, 0.1], [0.7, 0.0, 1.1], [0.2, -1.4, -0.4], [0.0, -0.1, -0.3], [0.2, -1.6, 0.7], [-3.1, -0.1, -0.3], [1.4, -0.1, -0.6], [0.2, 1.1, 0.1], [-0.9, -0.4, -0.6], [-0.7, 0.0, 0.1], [-0.1, 1.3, -0.4], [0.1, 1.1, -0.3], [0.5, -1.1, -0.1], [-0.8, -0.8, -0.5], [0.5, 2.8, 1.5], [-0.5, -0.2, -0.7], [-0.8, -0.7, -0.5], [1.2, -0.6, 0.0], [0.1, -0.1, 0.0], [0.0, -0.1, 0.2], [0.0, -0.4, 0.2], [-0.1, 0.2, 0.1], [-0.1, -0.3, 0.2], [0.2, 0.0, -0.2], [-0.3, 0.5, 0.3], [0.2, 0.6, -0.1], [-0.1, 0.1, 0.1], [0.5, -0.5, 0.3], [0.5, 0.1, 0.2], [0.1, -0.4, 0.0], [0.0, 0.0, -0.4], [0.6, 0.3, 0.3], [-0.3, -0.2, 0.0], [0.4, 0.3, 0.5], [-0.1, -0.2, -0.3], [-0.6, 0.0, -0.4], [0.1, 0.1, 0.1], [0.2, 0.0, 0.1], [0.2, -0.1, 0.0], [0.0, 0.1, 0.1], [-0.1, 0.0, 0.1], [0.1, -0.1, 0.1], [-0.2, -0.1, -0.1], [-0.1, -0.1, -0.2], [-0.1, 0.0, -0.3], [0.5, 0.3, 0.3], [-0.3, -0.1, 0.0], [0.4, 0.3, 0.5], [-0.1, -0.2, -0.2], [-0.7, 0.0, -0.4], [0.2, 0.1, 0.1], [0.2, -0.1, 0.2], [0.1, 0.1, 0.1], [0.0, 0.0, 0.1], [0.0, 0.0, 0.0], [0.1, -0.1, 0.1], [-0.3, -0.1, -0.1], [-0.1, -0.1, -0.2], [0.0, 0.3, -0.1], [-0.2, -0.5, -0.3], [0.2, 0.1, 0.1], [-0.1, -0.6, -0.1], [-0.1, 0.3, 0.1], [0.4, 0.5, 0.1], [0.0, -0.1, -0.1], [-0.1, -0.2, 0.0], [-0.2, -0.1, 0.0], [0.0, -0.1, 0.0], [0.0, 0.0, 0.0], [-0.1, -0.1, 0.1], [0.2, 0.2, 0.1], [0.0, 0.2, 0.0], [0.3, 0.1, 0.1], [-0.6, 0.3, -0.2], [0.2, -0.2, 0.0], [-0.6, 0.1, -0.3], [0.2, 0.0, 0.3], [0.9, -0.3, 0.2], [-0.2, 0.0, 0.0], [-0.3, -0.1, 0.0], [-0.3, 0.2, 0.1], [-0.1, -0.1, -0.1], [0.0, 0.0, 0.0], [-0.1, 0.0, 0.0], [0.2, -0.1, 0.0], [0.2, 0.0, 0.1], [0.1, 0.3, -0.4], [-0.3, -0.7, 0.0], [0.2, 0.2, 0.1], [-0.3, -0.5, 0.2], [0.0, 0.3, -0.1], [0.4, 0.4, -0.1], [0.0, -0.1, 0.0], [-0.1, -0.1, 0.1], [-0.2, -0.1, 0.0], [0.0, -0.1, 0.1], [0.0, 0.0, 0.0], [-0.1, 0.0, 0.1], [0.2, 0.2, 0.0], [0.0, 0.2, -0.1], [-0.4, 0.2, 0.5], [-0.1, 0.0, -0.7], [0.1, -0.1, 0.2], [-0.1, -0.1, -0.6], [-0.2, 0.2, 0.4], [0.3, 0.0, 0.6], [0.0, 0.0, -0.1], [-0.1, -0.1, -0.1], [-0.1, 0.0, -0.1], [0.1, -0.1, 0.1], [0.0, -0.1, 0.0], [-0.1, -0.1, 0.0], [0.2, -0.1, 0.2], [0.0, 0.1, 0.2], [-0.3, 0.0, -0.1], [0.5, 0.2, -0.3], [-0.2, -0.1, 0.2], [0.6, 0.2, -0.2], [-0.3, -0.2, 0.0], [-0.6, 0.0, 0.3], [0.5, 0.1, -0.4], [0.2, 0.0, 0.0], [0.1, 0.0, -0.2], [0.1, 0.0, 0.0], [0.0, 0.0, 0.0], [0.1, -0.1, 0.0], [-0.2, 0.0, 0.2], [-0.2, -0.1, 0.0]],
  "lowdin_charge": [-0.08, -0.30, -0.66, 0.89, -0.24, -0.24, 0.76, -0.42, -0.31, 0.84, -0.31, -0.29, -0.54, 0.80, -0.10, -0.05, -0.40, 0.09, -0.28, 0.85, -0.42, 0.10, 0.06, 0.07, 0.08, 0.07, 0.11, 0.01, 0.02, 0.03, 0.05, 0.05, -0.10, -0.10, -0.06, -0.19, 0.04, -0.40, 0.17, -0.54, 0.15, 0.17, 0.16, 0.07, 0.08, 0.08, 0.10, 0.13, -0.06, -0.19, 0.04, -0.39, 0.17, -0.54, 0.18, 0.17, 0.16, 0.09, 0.08, 0.08, 0.13, 0.13, -0.06, -0.19, 0.04, -0.40, 0.16, -0.55, 0.17, 0.16, 0.17, 0.08, 0.08, 0.07, 0.13, 0.13, -0.06, -0.19, 0.03, -0.40, 0.18, -0.54, 0.15, 0.17, 0.18, 0.08, 0.08, 0.08, 0.12, 0.13, -0.05, -0.19, 0.04, -0.40, 0.17, -0.55, 0.16, 0.17, 0.17, 0.08, 0.06, 0.08, 0.12, 0.13, -0.06, -0.18, 0.05, -0.40, 0.16, -0.55, 0.17, 0.17, 0.17, 0.06, 0.08, 0.08, 0.12, 0.13, -0.06, -0.19, 0.04, -0.40, 0.18, -0.54, 0.14, 0.17, 0.17, 0.08, 0.08, 0.08, 0.13, 0.13],
  "total_charge": 0,
  "smiles": "CC[C@H](I)c1c([PH2]=O)c(P(O)O)c(S)c2c1C(=O)N(S)C2=O.CCOC(=O)C(F)(F)F.CCOC(=O)C(F)(F)F.CCOC(=O)C(F)(F)F.CCOC(=O)C(F)(F)F.CCOC(=O)C(F)(F)F.CCOC(=O)C(F)(F)F.CCOC(=O)C(F)(F)F",
  "homo_ev": -7.958,
  "energy_ha": -6872.71341,
  "orbital_gap_ev": 7.0,
  "lumo_energy_ha": -0.03661
}